Record 1
Entry from the OMol25 dataset: a molecular structure, C53H49FN3O3P2Tc (wB97M-V/def2-TZVPD).

Positions of all 112 atoms, in Å:
C  3.95039  -2.27614  -1.16499
C  -4.55572  1.81517  -3.31425
C  -0.90299  -3.60128  0.04243
C  2.29734  -1.19470  1.98217
C  3.72016  -2.02442  0.19055
H  -4.27629  -1.63852  -1.85785
C  -3.31535  1.20009  0.73982
H  -2.80331  2.07901  0.38654
C  7.12272  -2.87241  1.68804
C  -4.74889  -0.99921  1.57168
C  -3.76357  0.92198  -2.61349
C  -1.86967  -3.12886  -3.71829
C  -2.00026  1.21507  -4.21825
H  6.73199  -0.33004  2.85372
H  7.76254  -3.69003  1.35670
C  -2.80014  2.10291  -4.92090
H  -1.95956  1.81973  5.33824
C  -4.52798  -3.44220  -2.97237
N  4.53854  -1.89106  2.45605
H  1.00115  5.20919  0.62240
H  -0.80736  5.31276  2.03787
C  -1.69577  2.58552  4.61991
H  -0.03887  -2.74571  2.36588
C  1.49285  1.62739  -0.75914
C  -1.15502  2.22350  3.39751
C  -0.86520  6.21260  -2.01091
O  0.12350  -0.26121  1.77193
H  2.00327  3.20741  0.59208
C  1.97045  0.99467  -2.86817
H  -2.36494  4.20971  5.85380
C  -2.72325  -0.05634  0.59181
C  0.07649  -0.79114  -3.07781
C  -3.49735  -1.15902  0.99301
C  1.06956  -0.59141  2.59862
C  3.36021  -1.38528  2.82466
H  7.75795  -1.98451  1.74371
C  0.07354  6.25705  -0.99087
P  -1.55192  -0.74170  -2.24647
H  -2.35107  5.02352  -2.99653
H  -0.83421  -3.02443  -4.01562
P  -0.38333  2.57247  0.78633
H  7.17883  -3.26006  -1.00791
H  -1.76878  5.93825  4.20254
C  4.76463  -2.18432  1.11722
H  -1.48995  -1.86207  2.85438
H  0.67733  7.14533  -0.85358
H  7.08168  -0.89430  4.49441
H  -4.97759  2.36450  1.40182
C  -0.81419  3.19486  2.45041
H  -0.99209  1.18070  3.17263
C  1.42808  2.28298  0.58619
C  5.18985  -2.69259  -1.56276
H  0.03107  -0.70251  -4.16161
H  -1.24344  -4.57536  0.40741
C  -5.29102  0.26497  1.73813
C  -1.48080  3.99052  -1.33569
C  -1.59147  4.89458  3.97596
C  6.02318  -2.64777  0.68639
H  -5.30381  -1.87527  1.88770
C  -4.08259  2.39471  -4.48293
C  -2.95956  -2.53037  0.73138
C  -2.48649  0.59395  -3.07238
O  1.00763  -0.41352  3.80027
H  -4.70768  3.08145  -5.03845
C  2.36978  1.83366  -1.79980
H  5.99920  -4.12840  3.02402
C  6.53548  -3.17762  3.06159
Tc  -0.72071  -0.50289  0.01249
C  0.86354  0.30582  -2.43302
H  0.18243  -3.55748  0.09858
N  0.53984  0.71135  -1.15985
C  5.58141  -2.06799  3.48692
H  7.32534  -3.26585  3.80605
H  0.51773  -1.76438  -2.82881
N  -1.48929  -2.50938  0.84217
H  -1.55104  -3.62528  2.63772
H  3.20667  2.51411  -1.78960
H  -2.14011  -4.92091  -4.85744
H  -0.99592  1.02013  -4.56855
H  5.06268  -2.37743  4.39482
H  -1.20222  -3.49766  -1.00090
C  6.29004  -0.74338  3.76045
C  -1.04501  4.53730  2.75187
H  -0.99311  7.06188  -2.66946
C  2.38428  -1.60216  0.61537
C  0.24179  5.17034  -0.14980
C  -0.54962  4.03163  -0.30260
C  -3.79973  -2.36081  -2.50749
C  -1.63491  5.07462  -2.18994
H  3.15330  -2.12924  -1.88108
H  -3.38378  -3.27278  1.41332
C  -4.57055  1.36632  1.30385
C  -1.92279  3.92321  4.90811
H  -4.49986  -5.20944  -4.18781
C  -2.46259  -2.19256  -2.87715
H  2.43840  0.90331  -3.83623
C  6.22164  -2.89956  -0.65337
F  5.42720  -2.92671  -2.86120
H  -5.56263  -3.56061  -2.67807
H  -2.41529  2.57019  -5.81823
H  -3.21755  -2.83521  -0.28254
C  -3.93005  -4.36720  -3.81829
H  3.23373  -1.11392  3.86558
H  -2.08235  3.10274  -1.46641
C  -1.12000  -2.69448  2.25836
O  1.43341  -1.64036  -0.19340
H  -5.54407  2.05868  -2.94616
H  1.78381  1.64153  1.39465
H  -6.26406  0.38754  2.19511
H  -4.13517  0.49430  -1.69355
H  5.59227  -0.00632  4.15863
C  -2.60503  -4.20746  -4.18998

Summary:
E_HOMO (alpha / beta)   -0.3574 / -0.3563 hartree
Net charge   +1
<S²>   3.7889
Max |F|   1.54 eV Å⁻¹
Spin multiplicity   4
Energy   -89859.812 eV
HOMO-LUMO gap (alpha / beta)   7.304 / 6.017 eV
Energy relative to the best compared isomer or geometry (same formula, charge and spin)   0.0 kcal per mole


Record 2
Entry from the OMol25 dataset: a molecular structure, C7H7N2O6Yb (wB97M-V/def2-TZVPD).

Positions of all 23 atoms, in Å:
H  3.95708  -1.77216  -0.54393
Yb  1.16933  -0.61910  -0.59241
H  4.74247  -3.39814  -0.64289
O  -0.92847  1.55033  1.62157
C  -0.17635  1.15957  0.77519
N  3.95067  -2.91881  1.24386
O  1.62796  2.77815  0.81497
H  4.38823  -3.62323  1.82420
C  2.74043  -2.48580  1.61738
H  1.21502  1.56075  -0.87882
O  -3.71855  1.77430  -0.07795
C  1.03375  1.88958  0.21113
H  5.56486  -2.05637  0.22718
H  2.64921  -3.58926  3.36817
O  -0.73033  0.32292  -3.68951
C  4.59011  -2.50739  -0.01188
C  -2.90616  1.96327  -0.84961
C  -0.21532  0.06193  -2.70010
H  1.23921  -2.59952  2.97066
N  2.16445  -2.94419  2.75289
O  2.08142  -1.65409  0.91703
C  -1.18810  -0.85617  0.09809
O  -2.25609  -1.17596  0.40986

Summary:
E_HOMO (alpha / beta)   -0.6123 / -0.6290 hartree
Net charge   +2
<S²>   0.7589
Max |F|   5.71 eV Å⁻¹
Spin multiplicity   2
Energy   -54148.195 eV
HOMO-LUMO gap (alpha / beta)   6.924 / 7.591 eV
Energy relative to the best compared isomer or geometry (same formula, charge and spin)   39.2 kcal per mole


Record 3
Entry from the OMol25 dataset: a molecular structure, C20H38NOSbSe2Te2W (wB97M-V/def2-TZVPD).

Positions of all 66 atoms, in Å:
H  -1.93055  -4.58363  -2.24668
H  0.52168  -6.05752  2.33629
H  -0.58002  5.91584  -0.17661
H  0.37819  -3.74878  3.48594
C  -2.09476  -4.68265  1.02352
H  -1.33570  -5.21472  3.01100
C  -0.71380  1.97705  -2.10832
H  0.61169  -1.80073  -2.05555
C  2.08570  3.37829  0.66912
Se  2.46733  -0.10265  -0.16078
H  1.46387  -6.24801  0.84635
C  -2.14286  -4.64718  2.54921
C  -1.52268  3.46409  -0.25614
C  1.03683  -2.79452  -2.21214
C  0.69518  -5.27695  -1.96394
H  -2.12844  -3.62678  2.93773
Te  1.24953  0.81107  3.17538
C  2.72033  -3.77370  0.92312
Te  -1.24572  1.51039  2.91109
C  -1.24709  -3.76960  -2.48645
H  1.29398  -2.38820  2.82250
H  -1.16008  -6.66349  0.85670
C  1.48438  5.64715  0.32604
H  2.27664  -5.99879  2.38592
C  1.40182  -5.71252  1.79536
H  2.81647  2.62447  0.91324
H  -2.91854  -6.64956  0.87364
H  1.21412  -2.91762  -3.28440
H  -1.74669  -2.82004  -2.28124
C  0.08439  -3.89226  -1.75252
H  -2.17987  4.30310  -0.03357
H  0.04278  -6.07986  -1.61834
Se  -1.02423  -1.28407  0.90932
H  0.84993  -5.42416  -3.03658
H  0.32055  2.31012  -2.16501
H  -3.08286  -5.10519  2.86876
H  2.87133  -4.27342  -0.03354
C  -1.66282  3.09398  -1.73676
C  -3.31229  -3.95531  0.45701
H  2.77158  -2.69584  0.77123
H  -1.86043  2.63271  0.35699
H  1.72691  6.70080  0.29404
H  -1.44221  0.31299  -1.14273
H  -3.32076  -3.92248  -0.63148
N  0.82627  2.93359  0.42096
C  1.42850  -4.19509  1.61460
H  2.00485  -2.84321  -1.71184
W  0.57780  0.71684  0.66714
H  -0.97210  1.49206  -3.04746
C  -2.03661  -6.11869  0.50484
H  -2.06611  -6.16701  -0.58432
C  -0.11834  3.85806  0.11022
H  -1.45285  3.95128  -2.37987
H  -1.05186  -3.81615  -3.56146
H  -2.69574  2.79839  -1.92809
H  2.13812  -3.74408  3.58123
C  1.28648  -3.47288  2.95098
H  -3.40096  -2.93897  0.84102
H  -4.20396  -4.50287  0.77443
H  3.55759  -4.05321  1.56896
H  3.47408  4.97346  0.84348
C  2.45108  4.69924  0.63105
O  -0.71948  0.95445  -1.06456
C  0.20308  5.21051  0.06496
H  1.66668  -5.38386  -1.48094
Sb  -0.28541  -3.63994  0.38033

Summary:
E_HOMO (alpha / beta)   -0.4819 / -0.4819 hartree
Net charge   +2
Max |F|   0.83 eV Å⁻¹
Energy   -178523.823 eV
HOMO-LUMO gap (alpha / beta)   5.329 / 5.324 eV
Energy relative to the best compared isomer or geometry (same formula, charge and spin)   0.0 kcal per mole


Record 4
Entry from the OMol25 dataset: a single C3H3FO2 molecule (wB97M-V/def2-TZVPD).

Positions of all 9 atoms, in Å:
C  0.17032  -0.52609  -0.41088
C  1.42974  -0.89057  -0.56192
H  -0.65697  -1.07689  -0.71718
H  -1.15433  1.87727  1.30821
H  1.88765  -1.66167  -1.09498
F  2.31581  -0.02088  0.20091
C  -1.41076  1.08348  0.63723
O  -0.16994  0.40413  0.62074
O  -2.41151  0.81122  0.01788

Summary:
E_HOMO   -0.3721 hartree
Max |F|   4.90 eV Å⁻¹
Energy   -9970.132 eV
SMILES string   O=CO/C=C\F
HOMO-LUMO gap   10.968 eV
Energy relative to the best compared isomer or geometry (same formula, charge and spin)   32.9 kcal per mole


Record 5
Entry from the OMol25 dataset: a single C2H6N2OS molecule (wB97M-V/def2-TZVPD).

Positions of all 12 atoms, in Å:
H  0.65434  -0.25230  2.26455
S  -1.25293  2.12110  -0.61278
N  0.44449  -0.45300  -0.95898
H  0.05614  -1.94852  1.50996
C  -0.07026  -0.06623  0.20980
H  1.68150  -1.16558  1.13999
H  0.68517  -1.46727  -1.00636
H  -0.19289  0.37732  -2.68410
C  0.60346  -0.89926  1.25872
H  -1.13447  3.03109  0.32051
N  -0.84239  0.94706  0.50436
O  -0.63217  -0.22439  -1.94568

Summary:
E_HOMO   -0.2997 hartree
Max |F|   4.79 eV Å⁻¹
Energy   -18030.912 eV
SMILES string   C/C(=N/S)NO
HOMO-LUMO gap   8.897 eV
Energy relative to the best compared isomer or geometry (same formula, charge and spin)   89.8 kcal per mole